# 1
The following is a DFT calculation (ωB97M-V/def2-TZVPD) of C20H37N2O2P3Sn as an isolated structure in a non-equilibrium geometry.

Structure (ORCA input):
```
! wB97M-V def2-TZVPD RIJCOSX def2/J DEFGRID3
* xyz 4 1
P 3.61268 -0.40679 0.16439
C 4.25174 -0.59829 1.81912
H 5.34594 -0.48436 1.76520
H 4.00117 -1.59802 2.20374
H 3.82046 0.16999 2.47454
C 3.69692 -1.98910 -0.67749
H 3.45098 -1.91628 -1.74631
H 3.05845 -2.74899 -0.20462
H 4.74827 -2.31798 -0.59414
C 4.55954 0.75610 -0.80272
H 5.61354 0.45633 -0.74104
H 4.43810 1.76747 -0.39995
H 4.23891 0.73846 -1.85142
P -0.76648 2.89123 -0.39857
C -0.87113 3.78697 1.19134
H -1.29467 4.79031 1.01946
H 0.13433 3.86655 1.62850
H -1.51772 3.21503 1.87282
C 0.17320 4.09139 -1.41488
H 0.14965 3.79538 -2.47252
H 1.21816 4.09994 -1.06989
H -0.27039 5.09152 -1.29029
C -2.46221 3.15175 -1.02677
H -2.66544 4.23096 -1.06269
H -3.16450 2.65769 -0.34250
H -2.57154 2.71267 -2.02514
P -2.95716 -2.37355 0.23284
C -3.68110 -2.66213 1.82987
H -4.50664 -3.38106 1.69771
H -4.06271 -1.71643 2.23997
H -2.92148 -3.08235 2.50411
C -4.12739 -2.10010 -1.09107
H -4.89887 -2.88329 -1.03130
H -3.63521 -2.14912 -2.07594
H -4.60251 -1.11429 -0.97609
C -1.80664 -3.65996 -0.22022
H -2.39786 -4.55652 -0.46089
H -1.13167 -3.89560 0.61317
H -1.19744 -3.39072 -1.09668
Sn 0.07006 -0.07852 -1.15539
C 1.94250 0.46124 0.35735
O 1.73392 1.26896 1.23637
C -2.04118 -0.74908 0.32395
O -2.23809 0.16313 1.08026
C -1.29577 -0.35327 -3.14737
C -0.62296 -1.57061 -2.93077
C 0.78633 -1.59104 -2.80913
C 1.52402 -0.40892 -3.06733
C 0.85264 0.81419 -3.25312
C -0.56378 0.85205 -3.23677
H -2.38651 -0.33775 -3.26009
H -1.17986 -2.51367 -2.89736
H 1.30297 -2.53505 -2.59418
H 2.61806 -0.44962 -3.12322
H 1.42180 1.73636 -3.42283
H -1.09115 1.80525 -3.35764
N 0.49927 -1.74734 3.93688
C 0.91022 -2.90496 3.28788
C 0.82738 -2.62101 1.94360
N 0.38546 -1.33436 1.77421
C 0.19384 -0.82422 2.98080
H 0.43639 -1.59474 4.93919
H 1.20640 -3.80938 3.79126
H 1.06252 -3.26151 1.10328
H -0.14851 0.17004 3.23609
*
```

Computed properties:
- frontier orbital gap (spin up / spin down) (Ha) = 0.2185 / 0.2186
- LUMO (spin up / spin down) (eV) = -13.70 / -13.60
- molecular weight (g/mol) = 549.16
- E_HOMO (spin up / spin down) (Ha) = -0.7218 / -0.7184

# 2
The following is a DFT calculation (ωB97M-V/def2-TZVPD) of a 2-piece molecular cluster, C10H17ClN4OP overall in a non-equilibrium geometry.

Structure (ORCA input):
```
! wB97M-V def2-TZVPD RIJCOSX def2/J DEFGRID3
* xyz 1 1
N 0.25845 4.97800 0.01392
P -0.67801 4.11088 -1.10772
O -2.04465 3.91026 -0.27392
N 0.17182 2.52314 -0.91408
C 0.54680 1.90656 -2.21597
C -0.33187 0.72648 -2.67475
C -1.16391 0.13912 -1.54093
Cl -2.77442 0.85799 -1.40112
N -0.43856 0.28705 -0.25956
C -0.32391 1.67085 -0.00043
N -0.73231 2.07367 1.18928
H 0.50697 5.86212 -0.41693
H 1.13439 4.51284 0.22679
H -2.76275 4.20582 -0.84120
H 0.48072 2.70057 -2.95454
H 1.59287 1.61347 -2.19945
H 0.34316 -0.06635 -2.99714
H -0.95594 0.94932 -3.53452
H -1.32764 -0.91886 -1.71274
H 0.50235 -0.08019 -0.39889
H -0.35146 2.87585 1.66168
H -1.42497 1.49765 1.63848
C 0.24761 -2.72640 1.16418
C 1.19320 -2.60345 2.17355
C 1.75768 -3.73849 2.73735
C 1.38126 -4.99555 2.28623
C 0.43822 -5.11915 1.27534
C -0.13119 -3.98490 0.71563
H -0.19259 -1.83798 0.72848
H 1.49029 -1.62230 2.52470
H 2.48982 -3.64416 3.52820
H 1.82324 -5.88055 2.72375
H 0.14660 -6.10017 0.92501
H -0.87128 -4.08313 -0.06865
*
```

Computed properties:
- frontier orbital gap (Ha) = 0.2919
- LUMO (eV) = -3.63
- molecular weight (g/mol) = 275.70
- E_HOMO (Ha) = -0.4255

# 3
The following is a DFT calculation (ωB97M-V/def2-TZVPD) of a 3-piece molecular cluster, C32H53Cl2F5N3O13P2 overall in a non-equilibrium geometry.

Structure (ORCA input):
```
! wB97M-V def2-TZVPD RIJCOSX def2/J DEFGRID3
* xyz 1 1
C -3.98652 1.47301 3.99513
C -5.21646 1.27347 3.37849
C -5.27898 0.68523 1.92493
O -5.92420 -0.31554 1.69964
O -4.55978 1.38067 0.98190
C -4.86721 0.93917 -0.35562
C -3.96958 -0.32124 -0.69370
C -2.60850 0.12746 -1.36776
C -2.50549 -0.19434 -2.92019
C -1.08179 -0.81437 -3.25844
C -1.18622 -2.41319 -3.26808
N -0.11878 -3.05962 -2.44429
C 1.14725 -3.13872 -3.01891
Cl 1.37439 -2.41907 -4.63291
C 2.28473 -3.78544 -2.33853
C 3.64034 -3.85844 -3.08089
F 3.53782 -4.39071 -4.36090
F 4.61365 -4.59322 -2.46788
C 4.26446 -2.37438 -3.26812
F 4.43369 -2.06628 -4.59130
F 3.56475 -1.41635 -2.59720
F 5.53181 -2.36369 -2.73757
C 2.01138 -4.29815 -1.00176
C 3.13914 -4.95872 -0.14963
O 3.68028 -4.33302 0.70489
O 3.48889 -6.28734 -0.46443
P 3.12206 -7.37655 0.76900
O 3.99087 -8.56149 0.59812
O 3.38678 -6.79830 2.29274
O 1.55083 -7.94308 0.63690
C 0.68512 -4.19220 -0.36079
P 0.53660 -4.85659 1.38865
O -0.88605 -5.71501 1.59907
Cl 0.39858 -3.10167 2.56597
C -0.37734 -3.55266 -1.16689
C -1.78051 -3.42675 -0.49916
C -2.68295 -4.64572 -1.19868
C -3.45616 -5.58232 -0.12480
O -2.19265 -5.99468 -0.94669
H -3.32618 0.57739 4.13156
H -3.65470 2.49716 4.30539
H -6.20373 1.51929 3.84060
H -4.55862 1.76404 -1.05719
H -5.96431 0.75995 -0.52201
H -4.53964 -1.07572 -1.29952
H -3.73271 -0.82491 0.28940
H -1.76523 -0.41692 -0.85589
H -2.45128 1.22217 -1.16618
H -3.34805 -0.87643 -3.21730
H -2.67883 0.77089 -3.47782
H -0.33852 -0.44261 -2.50559
H -0.83246 -0.47588 -4.29970
H -2.21212 -2.63294 -2.86424
H -1.21482 -2.82830 -4.31396
H 2.76610 -6.05056 2.43129
H 1.08377 -7.81657 1.48586
H -1.25310 -5.39187 2.45071
H -1.77504 -3.62467 0.59329
H -2.33624 -2.51013 -0.81162
H -3.22589 -4.41060 -2.18545
H -3.24107 -5.31954 0.93267
H -3.96046 -6.50856 -0.48284
C 10.10623 2.68243 0.66727
O 9.48635 2.17472 -0.50300
C 10.00409 0.91669 -0.92993
C 9.00395 -0.20537 -0.67394
N 8.86034 -0.48480 0.75261
C 7.70919 -1.32255 1.09025
C 6.31066 -0.81817 0.71218
O 5.87199 0.31139 1.45227
C 6.36692 1.55801 0.99035
H 9.80556 3.72394 0.77990
H 9.77423 2.13877 1.55783
H 11.19534 2.63977 0.59347
H 10.97718 0.69896 -0.48016
H 10.15389 0.99582 -2.01072
H 9.34310 -1.11274 -1.18315
H 8.05120 0.10173 -1.12056
H 8.76785 0.38975 1.25368
H 7.73127 -1.45978 2.17430
H 7.86001 -2.31355 0.64580
H 5.60625 -1.61958 0.95922
H 6.19712 -0.64512 -0.36450
H 6.48093 1.58317 -0.09618
H 7.31372 1.79339 1.48025
H 5.65602 2.33354 1.27987
C -5.15490 7.42860 3.62635
O -5.99795 6.30314 3.44151
C -7.33521 6.63912 3.07479
C -7.60938 6.29348 1.61524
N -6.88904 7.18130 0.70595
C -6.85799 6.72461 -0.68452
C -6.22287 5.36113 -0.98358
O -4.81482 5.31346 -0.79758
C -4.39704 5.13470 0.54566
H -4.24086 7.08586 4.11139
H -4.87806 7.87664 2.66652
H -5.62630 8.18111 4.26263
H -7.56987 7.68526 3.29158
H -7.98967 6.02160 3.69701
H -8.68286 6.37827 1.42110
H -7.31704 5.24705 1.46976
H -5.93321 7.27698 1.02464
H -6.30522 7.48007 -1.24853
H -7.88258 6.73065 -1.07408
H -6.38274 5.16227 -2.04776
H -6.71315 4.53791 -0.45095
H -5.08163 4.49903 1.11275
H -4.27752 6.10355 1.03495
H -3.41459 4.65895 0.53630
*
```

Computed properties:
- frontier orbital gap (Ha) = 0.1794
- LUMO (eV) = -5.21
- molecular weight (g/mol) = 915.63
- E_HOMO (Ha) = -0.3709

# 4
The following is a DFT calculation (ωB97M-V/def2-TZVPD) of C9H20Cl6O2Zn as an isolated structure in a non-equilibrium geometry.

Structure (ORCA input):
```
! wB97M-V def2-TZVPD RIJCOSX def2/J DEFGRID3
* xyz 0 1
Zn 1.30832 -0.55829 -0.79618
C -2.69725 -2.12053 -0.57015
C -1.37057 -1.85410 -1.30303
C -1.72876 -0.91842 -2.42474
O -0.37581 -1.29938 -0.38645
H -3.01657 -1.15551 -0.10283
H -2.56086 -2.84486 0.19671
H -3.51868 -2.48328 -1.24525
H -0.93476 -2.84184 -1.66042
H -0.78439 -0.48918 -2.90850
H -2.41002 -0.11992 -2.03290
H -2.13019 -1.48373 -3.25029
C 1.75665 3.02833 -0.79927
C 2.32977 1.93285 0.26664
C 1.29318 1.76966 1.36929
O 2.63135 0.69059 -0.42226
H 0.90855 2.53413 -1.30859
H 2.55718 3.03983 -1.57892
H 1.61058 3.99299 -0.41232
H 3.20300 2.44485 0.63164
H 1.71403 1.14347 2.17227
H 0.47114 1.19209 0.89805
H 0.83025 2.69208 1.76196
C 3.64778 -1.33505 -2.74199
Cl 5.28279 -1.59003 -2.21172
Cl 2.57281 -2.34535 -1.55188
H 3.27686 -0.26986 -2.47012
H 3.42476 -1.61216 -3.70736
C -3.95856 3.08632 2.60995
Cl -3.63149 4.19189 3.96013
Cl -2.97962 3.49192 1.21215
H -3.75223 2.12279 2.95607
H -5.01934 3.32844 2.34785
C 0.23608 -2.97874 2.73197
Cl 1.88390 -2.35750 2.72569
Cl 0.30543 -4.72315 2.33652
H -0.16509 -2.81727 3.75918
H -0.21022 -2.48409 1.94912
*
```

Computed properties:
- frontier orbital gap (Ha) = 0.3356
- LUMO (eV) = -0.06
- molecular weight (g/mol) = 438.36
- E_HOMO (Ha) = -0.3380

no.,calculated total energy (eV)
1,-62069.5372
2,-40459.9352
3,-122327.1930
4,-137303.6051